# C29H44BF4LiO13

A molecular structure, C29H44BF4LiO13 at a distorted geometry (ωB97M-V with the def2-TZVPD basis set, the OMol25 dataset).

- ΔE to the lowest compared entry with this formula, charge and spin (kcal per mole) = 57.88
- frontier orbital gap (eV) = 6.42

Structure (XYZ):
```
92
Properties=species:S:1:pos:R:3:forces:R:3
Li 25.93600 41.69100 10.61100 -0.39 -0.63 0.49
B 22.85900 40.74500 11.70600 -0.78 -0.42 -0.83
F 23.05900 39.31000 11.74600 0.28 1.55 -0.20
F 24.01600 41.37200 11.10300 -0.73 -0.17 0.73
F 21.72900 41.07000 10.87400 1.07 -0.35 0.92
F 22.59100 41.19000 13.01700 0.49 -0.15 -0.49
C 22.54900 44.72900 12.42100 0.33 -2.87 10.61
O 21.47800 45.17200 13.24800 -1.41 -0.11 0.13
H 22.67100 43.65400 12.83200 0.89 1.46 -1.22
H 23.37500 45.34300 12.68500 1.29 0.34 0.65
H 22.62400 44.70100 11.49100 -1.52 0.01 -8.59
H 21.23800 44.46800 13.91700 0.46 1.23 -1.61
C 25.93000 42.51700 13.20700 -0.24 3.53 -1.66
O 26.66700 41.57600 12.42300 1.12 -0.74 1.70
H 25.00300 42.06400 13.34100 -1.80 -0.41 0.95
H 25.64100 43.59500 12.63400 1.30 -3.11 1.32
H 26.47700 42.72700 14.11800 -0.16 0.25 0.20
H 26.93600 40.94700 13.17200 -0.27 0.76 -2.37
C 26.23800 38.77800 9.18800 0.19 3.40 0.67
O 25.77200 39.50500 10.39200 -1.06 0.81 -1.01
H 26.58500 38.00200 9.72400 1.42 -3.80 0.22
H 27.09800 39.35900 8.79600 -0.49 -0.28 0.25
H 25.55000 38.62600 8.37700 -0.69 -0.21 0.09
H 24.90800 39.14400 10.71100 0.86 0.37 -0.43
C 24.89500 43.67200 8.94200 -4.07 -3.78 6.18
O 25.72700 43.65000 10.17200 -1.74 -1.49 -1.15
H 24.91300 42.62200 8.67500 -0.62 -0.29 -0.42
H 25.26700 44.12700 8.15900 1.83 3.22 -3.49
H 23.79500 43.90200 9.34000 2.43 -0.10 -1.52
H 26.32500 44.33100 10.04900 2.10 2.11 0.15
C 20.23800 41.35400 15.97500 1.99 -7.14 -1.84
O 21.33200 41.34300 16.85100 2.70 -1.80 -0.49
H 19.84300 42.18800 15.57800 -0.87 3.64 -0.49
H 19.46700 40.68500 16.41400 -0.05 0.60 -0.47
H 20.63700 40.74000 14.95100 -1.40 1.47 2.26
H 21.95000 40.49700 16.60500 -2.41 3.22 1.01
C 24.40700 40.02400 16.74800 1.78 0.11 -0.25
C 25.00500 39.86500 18.01700 -1.61 -0.58 -3.62
C 25.00500 38.72600 18.75800 -2.31 -1.50 -0.06
C 24.33700 37.62000 18.23800 -1.57 -0.02 -3.14
C 23.65000 37.62900 16.89700 2.85 4.39 3.18
C 23.71400 38.87700 16.23400 1.78 2.06 0.59
O 23.17900 39.01600 15.03500 -2.11 -1.23 -2.98
O 25.41500 38.84100 20.05200 -0.11 -1.47 2.07
H 24.76100 41.03100 16.04000 -1.67 -3.15 2.22
H 25.48500 40.67000 18.33600 2.12 3.36 1.83
H 24.24200 36.73500 18.80900 0.00 -0.84 0.59
H 23.04900 36.95900 16.39200 -0.85 -2.07 -0.30
H 23.12400 39.76100 14.38100 0.69 -0.30 1.75
H 24.98300 38.18800 20.70600 0.93 1.37 -2.05
C 16.00800 41.84200 12.88200 3.26 -2.42 -3.75
C 17.18600 42.40100 13.25500 2.73 -3.45 -4.72
C 18.41900 42.11900 12.60200 -3.85 -4.76 -2.82
C 18.36800 41.02500 11.55900 -2.09 4.48 4.35
C 17.14100 40.49400 11.29000 1.49 -2.55 -3.15
C 15.97700 40.89200 11.81700 1.94 3.34 4.45
O 14.87000 40.35400 11.50200 -6.74 -3.24 1.43
O 19.52300 42.71500 12.89300 3.22 1.99 1.42
H 15.23400 42.19100 13.39400 -3.83 0.92 1.78
H 17.04500 43.00800 13.98000 0.22 4.48 4.92
H 19.13700 40.83500 10.92600 2.56 -0.71 -1.32
H 17.14500 39.67100 10.49700 -0.34 1.16 1.12
H 14.30000 40.19200 12.39200 1.87 0.62 -3.38
H 20.30200 42.14000 12.87000 -0.29 0.00 -0.35
C 22.56600 37.65900 7.27500 -0.53 0.55 0.58
C 22.12400 38.77400 8.06100 0.02 -2.21 -4.36
C 21.12700 39.60100 7.63100 -2.86 1.31 2.02
C 20.32900 39.21600 6.58500 -0.70 0.04 -1.45
C 20.80900 38.13000 5.83400 -3.19 2.06 -2.37
C 21.90000 37.33900 6.06300 -0.37 2.75 3.65
O 22.26100 36.31200 5.37300 5.05 -1.47 4.18
O 20.58000 40.64600 8.39700 1.22 -0.21 0.28
H 23.35900 37.01700 7.69700 -0.42 0.36 -0.50
H 22.65900 39.04100 8.85300 2.07 0.83 3.57
H 19.30700 39.74100 6.25100 2.75 -1.08 1.03
H 20.15200 38.18200 4.92600 1.01 -1.50 0.33
H 21.83800 36.13200 4.64200 -3.80 -1.04 -5.87
H 21.03000 40.78200 9.27000 -0.25 -0.41 -1.11
C 18.60700 38.19800 13.75800 -0.22 -6.76 -4.14
C 19.73900 38.25400 13.03100 -1.11 -4.23 -1.82
C 20.04600 37.23200 12.09600 1.38 -1.26 -0.38
C 19.18100 36.08400 11.83500 -1.18 3.37 1.33
C 17.89800 36.12000 12.54900 2.73 2.01 0.54
C 17.67800 37.13600 13.54400 2.00 0.00 -1.77
O 16.45000 37.26100 14.06000 -1.78 0.65 5.64
O 21.33700 37.26200 11.48000 -7.38 -8.13 -1.94
H 18.45200 38.94700 14.31600 -1.87 5.40 4.44
H 20.23400 39.11800 13.06400 2.63 3.04 0.13
H 19.30200 35.47100 10.93600 0.30 0.02 0.69
H 17.10700 35.45400 12.29900 -0.42 -0.49 -0.02
H 16.48500 37.51500 15.17000 0.04 -1.08 -5.01
H 21.83700 37.92300 11.64900 4.75 7.38 2.28
```
Positions in Å, forces in eV/Å.

Here are the Mulliken charges for atoms 1 to 5, given in e: 0.840 0.797 -0.610 0.060 -0.406